{"formula": "C37H37CrN5O2", "method": "ωB97M-V with the def2-TZVPD basis set", "elements": ["Cr", "C", "O", "C", "N", "C", "C", "C", "C", "C", "C", "C", "C", "C", "C", "C", "C", "N", "C", "N", "C", "C", "O", "C", "C", "C", "C", "C", "C", "H", "H", "H", "H", "H", "H", "H", "H", "H", "H", "H", "H", "H", "H", "H", "H", "H", "H", "H", "C", "C", "C", "C", "C", "C", "C", "C", "C", "H", "H", "H", "H", "H", "H", "H", "H", "H", "H", "H", "H", "N", "C", "C", "C", "C", "C", "N", "H", "H", "H", "H", "H", "H"], "xyz": [[9.9405, 11.5336, 10.4730], [12.4686, 7.9044, 9.9455], [11.7601, 8.2897, 8.6551], [11.1472, 9.3973, 8.9199], [11.2268, 9.8593, 10.1196], [11.9204, 8.9036, 10.9583], [10.9646, 8.2884, 11.9631], [9.6506, 7.9154, 11.6738], [8.7767, 7.6028, 12.6799], [9.1650, 7.5534, 14.0056], [10.4718, 7.7763, 14.3155], [11.3483, 8.1487, 13.3283], [10.2779, 10.1399, 7.9431], [10.1980, 9.9375, 6.5688], [9.2065, 10.6595, 5.9109], [8.2485, 11.4751, 6.5343], [8.4667, 11.6375, 7.9164], [9.4128, 10.9897, 8.5412], [7.6499, 12.4837, 8.8014], [8.0820, 12.7731, 9.9839], [6.9279, 13.4523, 10.6790], [6.0242, 13.7801, 9.5425], [6.4398, 12.8514, 8.4370], [7.1309, 14.7300, 11.4694], [6.3285, 14.8678, 12.5833], [6.2454, 16.0681, 13.2740], [6.9601, 17.1628, 12.8341], [7.7651, 17.0326, 11.7088], [7.7984, 15.8785, 10.9570], [13.5266, 8.0162, 9.8089], [12.2024, 6.9140, 10.1325], [12.7345, 9.4183, 11.4826], [9.3096, 7.9620, 10.6902], [7.7160, 7.3678, 12.4188], [8.4005, 7.3293, 14.7852], [10.8248, 7.8456, 15.3263], [12.3787, 8.3174, 13.6006], [10.8597, 9.2512, 6.0280], [9.1299, 10.5321, 4.8071], [7.4270, 11.9403, 6.0009], [6.4847, 12.7574, 11.3673], [6.2753, 14.8042, 9.2061], [4.9367, 13.6554, 9.6968], [5.6988, 14.0594, 12.9284], [5.5102, 16.1900, 14.0518], [6.9226, 18.0911, 13.3171], [8.2184, 17.8703, 11.2184], [8.3115, 15.9078, 9.9949], [9.1859, 11.3714, 15.5603], [10.1483, 12.1772, 14.6459], [11.6347, 11.6754, 14.4339], [13.0998, 12.2416, 12.9449], [14.2058, 11.3228, 12.5204], [12.8124, 13.4234, 12.0225], [11.4979, 13.4692, 11.7478], [10.6323, 14.6033, 11.3164], [9.6958, 12.6376, 13.1996], [9.5402, 11.2531, 16.6111], [8.8278, 10.3712, 15.2200], [8.1990, 11.8296, 15.7808], [11.8057, 10.7293, 14.9707], [15.1500, 11.8544, 12.3914], [14.0118, 10.8990, 11.4735], [14.3547, 10.4792, 13.2032], [13.5982, 14.1566, 11.8781], [11.2656, 15.4839, 11.1318], [9.9092, 14.7831, 12.1210], [10.0537, 14.4693, 10.3476], [8.6410, 12.5643, 12.7922], [8.6671, 14.1092, 14.6897], [9.9530, 13.6113, 14.3412], [11.1652, 14.5391, 14.4768], [12.3654, 14.0923, 14.7205], [12.8955, 12.6295, 14.4792], [11.7883, 11.5035, 13.0044], [10.7832, 12.3458, 12.2443], [8.4098, 14.9762, 14.1489], [8.5648, 14.3936, 15.6698], [11.0965, 15.6480, 14.3593], [13.1946, 14.7889, 14.8412], [13.6981, 12.1912, 15.1394], [11.6343, 10.4753, 12.7406]], "lowdin_spin": [3.8392, -0.0002, 0.0103, 0.0161, 0.0009, 0.0032, 0.0027, 0.0039, 0.0012, -0.0001, 0.0009, -0.0002, 0.0137, 0.0001, 0.0123, -0.0007, 0.0122, 0.0012, 0.0111, 0.0044, 0.0024, 0.0000, 0.0061, 0.0000, 0.0001, 0.0000, 0.0001, 0.0000, 0.0001, 0.0001, 0.0000, -0.0002, 0.0007, 0.0000, 0.0000, 0.0001, 0.0000, -0.0002, 0.0005, -0.0002, 0.0000, 0.0000, 0.0000, 0.0000, 0.0000, 0.0000, 0.0000, 0.0001, 0.0002, 0.0009, 0.0006, 0.0010, 0.0003, 0.0083, 0.0096, 0.0074, 0.0106, 0.0000, 0.0000, 0.0000, 0.0000, 0.0000, 0.0000, 0.0000, 0.0003, 0.0005, 0.0000, 0.0034, 0.0037, 0.0000, 0.0017, 0.0004, 0.0011, 0.0009, 0.0067, -0.0011, 0.0000, 0.0000, 0.0000, 0.0001, 0.0001, 0.0014], "lumo_energy_ev": [-6.487, -6.628], "gap_ev": [7.12, 7.02], "s2": 6.02, "total_charge": 2, "energy_ha": -2900.28517, "multiplicity": 5, "max_force_ev_per_a": 4.14, "e_homo_ev": [-13.6, -13.6]}

=====

{"formula": "H18O9", "method": "ωB97M-V with the def2-TZVPD basis set", "elements": ["O", "H", "H", "H", "O", "H", "O", "H", "H", "O", "H", "H", "O", "H", "H", "O", "H", "H", "O", "H", "H", "O", "H", "H", "O", "H", "H"], "xyz": [[-0.6780, -0.2107, 0.0542], [-0.0190, 0.4893, -0.3008], [-0.1820, -0.7087, 0.7712], [-0.7690, -0.9977, -0.6368], [1.1120, 1.5603, -0.8398], [1.9780, 2.0343, -0.8658], [-0.1920, -1.9487, 2.0242], [-0.8670, -2.3467, 2.3372], [0.4120, -2.7247, 1.8272], [0.1090, 3.3483, 0.8042], [0.5550, 2.6623, 0.3972], [-0.6930, 3.6373, 0.3052], [2.3330, 0.0253, 0.9942], [2.0760, 0.6343, 1.7562], [1.8920, 0.4873, 0.2662], [-1.2560, -2.1737, -1.9348], [-2.0640, -2.6227, -2.0518], [-0.5660, -2.9037, -2.1538], [1.7410, -0.4197, -2.4498], [1.2790, -0.6267, -3.1598], [1.4910, 0.3573, -2.0568], [0.7590, 0.4513, 3.4372], [-0.0310, 0.4763, 3.9202], [0.8580, -0.5207, 3.3182], [-2.7450, 0.7033, -1.9938], [-3.2400, 1.1843, -1.3878], [-3.2930, 0.1533, -2.3808]], "mulliken_charge": [-0.4277, 0.4568, 0.4760, 0.5454, -1.2709, 0.2033, -0.6041, 0.2181, 0.3251, -0.6728, 0.4686, 0.2732, -0.7337, 0.3363, 0.4114, -0.6300, 0.2745, 0.3235, -0.6174, 0.2793, 0.3412, -0.5870, 0.2609, 0.3348, -0.5256, 0.2940, 0.2470], "lumo_energy_ev": -0.563, "gap_ev": 8.14, "energy_ha": -687.82994, "e_above_lowest_kcal_mol": 122.90, "max_force_ev_per_a": 9.63, "e_homo_ev": -8.7}

=====

{"formula": "C4H12NOP", "method": "ωB97M-V with the def2-TZVPD basis set", "elements": ["C", "C", "P", "O", "H", "H", "H", "H", "H", "C", "C", "H", "H", "H", "H", "N", "H", "H", "H"], "xyz": [[-0.4643, 2.5450, -0.2628], [-0.4538, 1.2080, 0.4458], [1.4840, 0.8455, 0.5964], [1.8651, 1.5513, 1.7767], [0.5379, 3.0310, -0.2715], [-1.0107, 2.4769, -1.1688], [-1.1558, 3.3160, 0.1268], [-1.0483, 0.4670, -0.1754], [-0.8832, 1.2520, 1.5132], [-3.2898, -0.5666, -1.3192], [-2.6902, -1.5778, -1.9656], [-2.9702, -0.1202, -0.3549], [-4.1685, -0.2116, -1.7663], [-1.8153, -2.0863, -1.6662], [-3.2297, -2.1581, -2.8319], [-1.1659, -2.4457, 1.5274], [-2.1464, -2.4721, 1.2186], [-0.6707, -2.9891, 0.7943], [-1.1721, -2.8938, 2.4996]], "mulliken_charge": [-1.0857, -0.0278, 0.2614, -0.3795, 0.3349, 0.3370, 0.2653, -0.1049, 0.3309, -0.4601, -0.4484, 0.2537, 0.2575, 0.2660, 0.1852, -0.6564, 0.2172, 0.2198, 0.2338], "lumo_energy_ev": -0.202, "gap_ev": 8.64, "smiles": "CCP=O.C=C.N", "energy_ha": -630.86209, "e_above_lowest_kcal_mol": 99.48, "max_force_ev_per_a": 4.34, "e_homo_ev": -8.8}

=====

{"formula": "C3H7NO2", "method": "ωB97M-V with the def2-TZVPD basis set", "elements": ["N", "C", "O", "C", "C", "O", "H", "H", "H", "H", "H", "H", "H"], "xyz": [[-1.2191, -0.8895, -1.1187], [-0.2472, -0.0117, -0.5459], [0.3681, 0.7807, -1.5126], [-0.5857, 0.5034, 0.8023], [0.6412, -0.3461, 0.7534], [1.7162, 0.4546, 1.2297], [-2.1556, -0.7748, -0.7481], [-1.2378, -0.9062, -2.1323], [1.2949, 0.7823, -1.2452], [-1.4624, 0.1242, 1.3128], [-0.3410, 1.5483, 0.9527], [0.6276, -1.3612, 1.1537], [2.6009, 0.0959, 1.0982]], "mulliken_charge": [-0.5977, 0.7155, -0.5548, -0.8184, -0.2107, -0.5256, 0.2201, 0.2526, 0.3359, 0.3292, 0.2184, 0.3404, 0.2953], "lumo_energy_ev": 0.742, "gap_ev": 9.11, "smiles": "N[C@@]1(O)C[C@@H]1O", "energy_ha": -323.67896, "e_above_lowest_kcal_mol": 64.01, "max_force_ev_per_a": 0.78, "e_homo_ev": -8.4}

=====

{"formula": "C5H5O5", "method": "ωB97M-V with the def2-TZVPD basis set", "elements": ["C", "C", "C", "C", "C", "O", "O", "O", "O", "O", "H", "H", "H", "H", "H"], "xyz": [[-0.4301, 1.8055, 0.4783], [-0.7891, 1.1788, -0.7848], [-1.9882, 0.9219, -1.2652], [1.5215, -0.9964, 0.4939], [0.6067, -1.8384, -0.4593], [2.0450, 0.0397, 0.1044], [-2.9152, 1.0424, -2.0001], [1.5994, -1.5219, 1.6991], [0.1629, -2.7663, 0.2659], [0.3305, -1.5799, -1.6088], [-0.5809, 2.8954, 0.5550], [0.5661, 1.4427, 0.6767], [0.0040, 0.4604, -1.1188], [1.0257, -2.4109, 1.7505], [-1.1582, 1.3271, 1.2131]], "mulliken_charge": [-0.8458, -0.3391, 0.5998, 0.4633, 0.8471, -0.6672, -0.5086, -0.5386, -0.8048, -0.6979, 0.3591, 0.1979, 0.2791, 0.4340, 0.2216], "lumo_energy_ev": 3.564, "gap_ev": 8.60, "total_charge": -1, "energy_ha": -569.76524, "e_above_lowest_kcal_mol": 4.24, "max_force_ev_per_a": 3.00, "e_homo_ev": -5.0}

=====

{"formula": "C7H12N3O2", "method": "ωB97M-V with the def2-TZVPD basis set", "elements": ["C", "C", "C", "C", "C", "C", "C", "N", "N", "N", "O", "O", "H", "H", "H", "H", "H", "H", "H", "H", "H", "H", "H", "H"], "xyz": [[-2.0555, 0.1203, -0.2650], [0.4616, -0.5204, -0.0035], [-0.7110, 0.5393, -0.1151], [0.0606, -1.7394, 0.0702], [-4.4062, -0.3502, -0.1172], [2.0112, 0.9108, 1.1582], [2.1718, 0.6736, -1.2627], [2.9629, -1.0138, 0.1187], [-3.1539, 0.2099, 0.3928], [1.9089, -0.0794, 0.0338], [-0.2685, 1.6711, -0.2899], [-0.4217, -2.7637, 0.2773], [-4.5382, -1.1629, 0.5246], [-5.3153, 0.3584, -0.2354], [-4.0377, -0.5239, -1.1730], [2.9396, 0.7612, 1.5011], [1.6943, 1.8676, 0.8282], [1.2925, 0.7940, 1.9949], [2.8044, 1.4517, -1.1786], [2.5074, 0.0220, -1.9535], [1.2930, 1.1235, -1.7738], [3.1342, -1.4738, -0.7788], [2.7869, -1.5764, 0.9171], [-3.1212, 0.7009, 1.3295]], "mulliken_charge": [-0.9985, -0.2509, 1.0854, 0.6921, -0.6267, -0.9006, -0.9659, -0.7677, -0.0650, 0.5910, -0.6172, -0.3273, 0.3168, 0.2781, 0.2721, 0.3898, 0.4512, 0.3215, 0.4518, 0.4876, 0.3491, 0.2608, 0.2663, 0.3063], "lumo_energy_ev": -3.750, "gap_ev": 8.51, "total_charge": 1, "energy_ha": -588.21144, "e_above_lowest_kcal_mol": 135.98, "max_force_ev_per_a": 3.80, "e_homo_ev": -12.3}